{"formula": "C67H175N13O20", "method": "wB97M-V/def2-TZVPD", "species": ["C", "O", "C", "C", "N", "C", "C", "O", "C", "H", "H", "H", "H", "H", "H", "H", "H", "H", "H", "H", "H", "H", "H", "H", "C", "O", "C", "C", "N", "C", "C", "O", "C", "H", "H", "H", "H", "H", "H", "H", "H", "H", "H", "H", "H", "H", "H", "H", "C", "O", "C", "C", "N", "C", "C", "O", "C", "H", "H", "H", "H", "H", "H", "H", "H", "H", "H", "H", "H", "H", "H", "H", "C", "O", "C", "C", "N", "C", "C", "O", "C", "H", "H", "H", "H", "H", "H", "H", "H", "H", "H", "H", "H", "H", "H", "H", "C", "O", "C", "C", "N", "C", "C", "O", "C", "H", "H", "H", "H", "H", "H", "H", "H", "H", "H", "H", "H", "H", "H", "H", "C", "O", "C", "C", "N", "C", "C", "O", "C", "H", "H", "H", "H", "H", "H", "H", "H", "H", "H", "H", "H", "H", "H", "H", "C", "C", "C", "O", "C", "N", "H", "H", "H", "H", "H", "H", "H", "H", "H", "H", "H", "C", "C", "C", "O", "C", "N", "H", "H", "H", "H", "H", "H", "H", "H", "H", "H", "H", "C", "C", "C", "O", "C", "N", "H", "H", "H", "H", "H", "H", "H", "H", "H", "H", "H", "C", "C", "C", "O", "C", "N", "H", "H", "H", "H", "H", "H", "H", "H", "H", "H", "H", "C", "C", "C", "O", "C", "N", "H", "H", "H", "H", "H", "H", "H", "H", "H", "H", "H", "C", "C", "C", "O", "C", "N", "H", "H", "H", "H", "H", "H", "H", "H", "H", "H", "H", "C", "C", "C", "O", "C", "N", "H", "H", "H", "H", "H", "H", "H", "H", "H", "H", "H", "C", "C", "C", "O", "H", "H", "H", "H", "H", "H", "H", "H"], "coordinates": [[7.433, -7.411, 3.780], [6.633, -6.295, 3.511], [6.372, -6.059, 2.141], [5.890, -4.582, 2.023], [5.096, -4.471, 0.748], [3.718, -4.837, 0.916], [3.073, -4.651, -0.401], [1.740, -5.126, -0.425], [0.854, -4.233, 0.239], [7.290, -7.691, 4.833], [8.521, -7.403, 3.423], [6.897, -8.244, 3.289], [5.631, -6.751, 1.714], [7.287, -6.200, 1.584], [6.745, -3.867, 1.937], [5.292, -4.264, 2.854], [5.328, -3.576, 0.296], [3.266, -4.224, 1.720], [3.610, -5.871, 1.240], [3.582, -5.275, -1.094], [3.198, -3.574, -0.815], [1.119, -3.201, 0.024], [0.803, -4.481, 1.308], [-0.204, -4.442, -0.084], [0.307, 8.323, -4.994], [0.055, 8.035, -3.650], [1.124, 8.417, -2.739], [0.634, 8.025, -1.343], [0.727, 6.633, -1.054], [0.087, 6.364, 0.245], [0.064, 4.908, 0.613], [-0.798, 4.283, -0.307], [-1.380, 3.077, 0.169], [1.277, 8.059, -5.271], [0.177, 9.412, -5.219], [-0.428, 7.739, -5.600], [1.253, 9.528, -2.859], [2.077, 7.898, -3.006], [-0.376, 8.382, -1.218], [1.320, 8.547, -0.662], [0.209, 6.086, -1.742], [-0.917, 6.652, 0.434], [0.730, 6.994, 0.869], [-0.310, 4.710, 1.623], [1.056, 4.460, 0.634], [-1.938, 3.319, 1.063], [-0.696, 2.276, 0.408], [-2.045, 2.775, -0.600], [4.271, 2.305, -0.508], [3.368, 1.780, 0.456], [2.175, 1.334, -0.150], [1.571, 0.353, 0.864], [0.184, 0.050, 0.612], [-0.195, -0.456, -0.711], [-1.635, -0.861, -0.742], [-1.861, -2.014, 0.121], [-3.192, -2.374, 0.039], [5.109, 2.655, 0.083], [3.885, 3.186, -0.996], [4.580, 1.570, -1.269], [2.527, 0.950, -1.070], [1.437, 2.159, -0.357], [1.587, 0.851, 1.830], [2.155, -0.587, 1.053], [-0.069, -0.586, 1.377], [0.505, -1.202, -1.099], [-0.126, 0.405, -1.433], [-1.917, -1.170, -1.770], [-2.350, -0.043, -0.551], [-3.566, -2.440, -0.988], [-3.782, -1.611, 0.591], [-3.276, -3.389, 0.516], [2.118, 3.868, -4.317], [0.831, 3.457, -4.458], [-0.082, 3.763, -3.441], [-1.380, 3.011, -3.649], [-1.084, 1.582, -3.671], [-2.162, 0.800, -4.211], [-1.658, -0.576, -4.654], [-0.723, -0.555, -5.683], [-1.333, -0.540, -6.967], [2.790, 3.125, -3.845], [2.202, 4.777, -3.767], [2.591, 4.052, -5.288], [-0.365, 4.812, -3.406], [0.288, 3.461, -2.479], [-1.788, 3.322, -4.666], [-2.101, 3.174, -2.824], [-0.303, 1.474, -4.284], [-2.839, 1.134, -5.063], [-2.906, 0.586, -3.468], [-2.476, -1.276, -4.870], [-1.066, -1.057, -3.857], [-1.737, -1.567, -7.170], [-0.615, -0.184, -7.707], [-2.170, 0.183, -6.960], [2.910, -4.780, 4.811], [2.567, -3.504, 4.248], [1.971, -2.680, 5.240], [1.307, -1.457, 4.563], [0.120, -1.721, 3.674], [-1.011, -2.067, 4.574], [-2.032, -3.032, 3.945], [-1.512, -4.364, 3.934], [-2.442, -5.293, 3.632], [2.001, -5.293, 5.130], [3.468, -4.626, 5.744], [3.469, -5.300, 4.052], [2.729, -2.363, 5.987], [1.188, -3.261, 5.806], [2.065, -1.014, 3.943], [1.013, -0.674, 5.256], [0.372, -2.546, 3.115], [-1.472, -1.101, 4.731], [-0.661, -2.407, 5.530], [-2.296, -2.672, 2.934], [-3.023, -3.071, 4.493], [-2.864, -5.079, 2.624], [-3.287, -5.375, 4.338], [-1.990, -6.298, 3.614], [6.899, -0.033, 3.201], [6.080, -1.139, 2.860], [5.090, -0.864, 1.899], [5.744, -0.555, 0.511], [6.661, -1.616, 0.239], [7.393, -1.451, -0.999], [6.534, -1.500, -2.232], [5.647, -0.388, -2.306], [4.562, -0.418, -3.211], [7.644, -0.369, 3.861], [6.364, 0.754, 3.679], [7.366, 0.423, 2.338], [4.545, 0.004, 2.251], [4.480, -1.766, 1.773], [6.229, 0.380, 0.456], [4.969, -0.615, -0.214], [7.238, -1.784, 1.031], [8.127, -2.226, -1.141], [7.909, -0.522, -1.036], [5.990, -2.477, -2.158], [7.061, -1.534, -3.160], [3.898, -1.284, -2.934], [4.834, -0.582, -4.234], [4.026, 0.511, -3.000], [-3.449, -6.432, -0.413], [-4.986, -6.460, -0.380], [-5.483, -5.175, 0.187], [-5.060, -4.877, 1.565], [-5.616, -5.811, 2.565], [-5.508, -6.693, -1.751], [-2.995, -7.349, -0.757], [-3.108, -6.317, 0.591], [-2.915, -5.679, -1.015], [-5.278, -7.246, 0.330], [-6.525, -5.143, 0.213], [-5.204, -4.358, -0.440], [-6.591, -6.148, 2.283], [-5.782, -5.280, 3.470], [-4.962, -6.624, 2.809], [-5.044, -6.048, -2.364], [-6.466, -6.369, -1.834], [-4.667, 2.777, -1.939], [-5.715, 1.971, -1.246], [-7.064, 2.315, -1.884], [-8.108, 1.590, -1.230], [-9.362, 1.689, -1.973], [-5.440, 0.547, -1.398], [-4.963, 3.788, -1.731], [-4.719, 2.639, -3.037], [-3.605, 2.618, -1.671], [-5.762, 2.319, -0.163], [-6.992, 2.167, -2.901], [-7.256, 3.381, -1.626], [-9.894, 2.626, -1.760], [-9.972, 0.822, -1.644], [-9.104, 1.526, -3.075], [-4.591, 0.293, -0.967], [-6.143, 0.036, -0.910], [1.015, -3.459, -4.792], [0.389, -4.535, -3.956], [-0.994, -4.218, -3.404], [-1.898, -4.286, -4.510], [-3.216, -4.453, -4.113], [0.338, -5.781, -4.687], [0.377, -3.125, -5.636], [1.976, -3.774, -5.157], [1.031, -2.575, -4.165], [1.053, -4.586, -3.117], [-1.117, -3.294, -2.894], [-1.272, -4.989, -2.672], [-3.828, -4.419, -5.020], [-3.710, -3.627, -3.494], [-3.278, -5.349, -3.514], [0.076, -6.534, -4.072], [-0.448, -5.763, -5.394], [8.123, 3.214, 3.198], [6.929, 3.861, 2.557], [6.014, 4.474, 3.688], [4.979, 5.352, 3.156], [3.867, 4.556, 2.885], [7.295, 4.841, 1.510], [7.767, 2.550, 4.026], [8.798, 3.881, 3.755], [8.773, 2.721, 2.508], [6.347, 3.016, 2.147], [6.618, 5.124, 4.280], [5.669, 3.644, 4.323], [3.476, 4.005, 3.762], [4.031, 3.907, 1.992], [3.064, 5.222, 2.563], [7.775, 5.621, 1.945], [6.409, 5.164, 1.131], [-2.967, 0.539, 2.420], [-2.581, 1.265, 3.812], [-1.150, 1.538, 3.606], [-0.619, 2.366, 4.603], [0.751, 2.625, 4.442], [-3.476, 2.387, 4.096], [-2.784, 1.150, 1.560], [-4.042, 0.318, 2.467], [-2.396, -0.360, 2.458], [-2.661, 0.564, 4.692], [-1.033, 2.097, 2.667], [-0.579, 0.594, 3.606], [0.922, 3.473, 5.106], [0.899, 2.913, 3.399], [1.459, 1.812, 4.700], [-3.565, 2.936, 3.288], [-3.135, 2.888, 4.920], [-8.632, -2.508, 2.309], [-8.236, -1.042, 2.115], [-7.024, -0.620, 2.923], [-7.302, -0.407, 4.257], [-6.178, -0.007, 4.912], [-7.817, -0.898, 0.661], [-7.861, -3.207, 2.017], [-9.572, -2.656, 1.819], [-8.777, -2.635, 3.348], [-9.129, -0.466, 2.272], [-6.535, 0.235, 2.492], [-6.304, -1.445, 2.798], [-5.590, 0.752, 4.362], [-5.612, -0.959, 5.022], [-6.534, 0.354, 5.926], [-8.519, -1.416, 0.184], [-7.985, 0.088, 0.414], [4.258, 7.597, 0.632], [4.340, 7.461, -0.906], [5.771, 7.679, -1.269], [6.558, 6.563, -0.849], [7.537, 6.197, -1.764], [3.832, 6.265, -1.496], [4.865, 6.807, 0.978], [3.245, 7.506, 1.080], [4.702, 8.535, 0.981], [3.737, 8.280, -1.344], [6.216, 8.516, -0.757], [5.882, 7.782, -2.360], [8.159, 7.124, -2.047], [7.090, 5.786, -2.736], [8.113, 5.455, -1.248], [4.231, 5.380, -1.266], [2.844, 6.218, -1.209], [-8.109, -1.701, -2.875], [-6.787, -2.439, -2.913], [-6.854, -3.721, -3.681], [-5.732, -1.658, -3.466], [-8.436, -1.494, -3.931], [-8.056, -0.752, -2.294], [-8.807, -2.356, -2.342], [-6.520, -2.774, -1.924], [-5.944, -4.296, -3.524], [-6.975, -3.481, -4.733], [-7.759, -4.217, -3.372], [-5.612, -0.852, -2.912]], "atomic_forces_ev_per_a": [[-0.641, -1.530, -0.557], [0.342, 0.644, 0.390], [-0.137, 1.203, 0.590], [0.391, -0.392, -2.450], [2.135, -0.108, 1.045], [0.351, 1.326, 0.904], [-0.847, 0.804, -1.004], [-0.366, 0.907, -0.180], [-1.354, -1.251, 0.026], [0.676, 0.601, -0.112], [-1.392, 0.390, 0.565], [0.692, -0.256, -0.237], [-0.057, 0.039, 0.300], [0.381, 0.060, -0.431], [-0.567, -0.741, 0.205], [-0.327, -0.045, 0.795], [-0.684, -0.427, 0.359], [-0.279, -0.059, -0.199], [0.145, -0.221, -0.124], [0.599, -0.524, -0.730], [-0.493, -1.309, 0.798], [-0.078, 0.214, 0.210], [0.402, 0.528, 0.085], [1.041, 0.311, -0.199], [-2.117, 0.760, -0.272], [0.620, -0.235, 0.903], [-0.890, -0.015, -0.919], [1.290, 1.238, -0.778], [-1.252, -1.753, -0.037], [2.161, 0.087, 0.483], [0.395, -0.449, 0.372], [0.181, -0.397, -0.376], [0.326, 1.064, 0.188], [1.787, -0.616, -0.566], [-0.004, -0.594, 0.164], [0.579, 0.516, 0.412], [0.075, -0.826, 0.442], [-0.607, 0.278, 0.164], [-0.476, 0.530, 0.085], [-0.336, 0.067, 0.256], [0.191, 0.231, -0.202], [-1.283, 1.017, -0.649], [-0.276, -0.484, 0.881], [-0.220, 0.532, 0.201], [0.412, -0.199, -0.448], [-0.440, -0.032, 0.444], [0.521, -0.219, -0.067], [-0.563, -0.505, -0.562], [0.212, -0.030, 0.749], [0.289, 0.650, -0.164], [-0.301, 0.232, 1.460], [0.165, -0.412, -0.361], [-0.765, -0.387, 0.485], [0.471, 1.807, 0.015], [-0.306, -1.574, -0.517], [1.130, 1.520, -1.023], [-0.881, -0.959, 1.155], [0.522, -0.138, -0.143], [-0.550, 0.378, -0.387], [-0.016, 0.109, 0.408], [-0.482, -1.072, -1.343], [0.611, -0.457, 0.206], [0.153, 0.330, 0.188], [0.150, 0.634, -0.728], [-0.414, 0.084, -0.581], [-0.207, -0.518, 0.004], [0.001, -0.649, 0.469], [0.317, -0.004, 0.240], [0.380, -0.002, 0.650], [0.063, 0.017, -0.176], [-0.241, -0.542, -0.175], [-0.239, 1.040, -0.287], [2.104, -0.057, -0.046], [-1.852, -0.840, -1.000], [-0.764, 0.057, 0.500], [0.037, -0.420, -1.149], [-0.723, 0.465, -0.303], [-0.908, -1.716, -1.052], [0.462, -0.762, 1.349], [0.434, 0.508, -1.320], [-0.714, -0.169, 0.468], [-0.413, -0.014, 0.208], [0.080, 0.912, 0.639], [-0.391, -0.025, -0.142], [0.426, 0.494, -0.100], [0.531, -0.012, 0.688], [-0.012, -0.091, 1.170], [0.434, 0.496, -0.658], [0.701, -0.193, -0.451], [1.194, 0.749, 0.494], [-0.449, -0.038, 0.890], [-0.180, 0.221, -0.104], [-0.451, 0.313, 0.262], [0.372, 0.847, -0.213], [0.059, -0.382, 0.064], [0.164, -0.323, -0.191], [-0.478, 1.181, 0.414], [-0.243, -0.059, 0.526], [-1.030, 0.051, 0.292], [-0.051, -0.467, -0.899], [0.971, -1.206, 0.996], [-0.492, 0.181, -1.389], [-0.601, -0.023, 0.554], [1.641, 2.068, 0.860], [-1.592, -1.772, -1.496], [-0.141, -0.303, -0.367], [0.419, -0.113, -0.321], [0.189, -0.392, 0.006], [-0.248, 0.014, -0.360], [0.624, 0.299, -0.440], [0.522, 0.296, -0.445], [-0.041, -0.109, 0.459], [-0.141, 0.200, 0.198], [-0.615, 0.077, 0.337], [0.017, -0.530, 0.515], [0.282, -0.318, 0.014], [1.033, 0.352, -0.146], [-0.053, -0.333, 0.452], [0.124, 0.403, 0.102], [0.105, 0.407, -0.058], [-0.811, -0.389, -1.126], [0.614, -0.392, 0.609], [1.048, 0.703, -1.042], [-1.147, -1.593, 1.734], [-0.224, -1.016, -1.173], [-0.207, 0.092, -0.275], [-1.982, -1.005, 0.075], [0.501, 0.337, 0.205], [-0.543, -1.417, 1.736], [0.986, -0.582, 0.839], [-0.881, 0.659, 0.551], [0.303, 0.014, -0.468], [-0.709, 0.143, -0.168], [-0.010, 0.237, 0.333], [0.389, 1.608, 0.018], [-0.704, 0.413, -0.492], [0.668, -0.114, 0.495], [0.326, -0.467, 0.250], [0.789, 1.230, 0.134], [-0.181, 0.614, -0.176], [0.982, -0.086, -0.533], [0.236, 0.658, -0.239], [0.357, 0.344, -0.749], [-0.038, -0.138, -0.621], [0.230, -0.339, -0.298], [1.175, -0.125, -0.754], [0.736, 0.464, 1.915], [-0.515, -1.220, -0.112], [0.481, 1.412, -1.385], [-0.229, 0.024, 0.832], [-0.273, -0.638, -0.159], [0.354, 0.254, 0.859], [-0.862, 0.310, 0.063], [-0.084, -0.263, -0.535], [-2.125, -0.232, -0.097], [0.642, 0.782, -0.230], [-0.599, -0.502, -0.566], [0.130, 0.874, 0.765], [0.480, -0.613, -0.296], [0.644, 0.165, -0.343], [-0.335, -0.311, 0.294], [0.468, 0.330, -1.026], [-0.174, -0.317, 0.951], [-0.015, 1.156, 3.909], [-0.678, -0.061, -1.145], [1.188, -1.306, -0.404], [-0.951, 0.428, -0.753], [0.458, 0.890, -0.069], [-0.010, -0.053, 0.410], [-0.904, -0.112, 0.272], [0.025, -0.590, -0.905], [-0.269, -0.555, -2.434], [0.222, -0.275, -0.677], [0.265, -0.107, -0.250], [0.251, 0.633, -0.169], [-0.693, 0.505, 1.325], [1.288, -0.181, 0.544], [-0.710, -0.637, 0.491], [-1.555, 1.022, -0.655], [-0.568, 0.121, -0.202], [-0.371, -1.007, -0.860], [0.425, 0.792, 0.376], [-1.263, 1.387, 0.262], [-0.718, -0.636, -1.291], [0.317, -0.504, 0.181], [0.442, 0.075, -0.023], [0.655, 0.409, 0.110], [0.371, -0.753, 0.774], [0.173, 1.250, 0.417], [0.061, -0.194, -0.039], [0.050, -0.676, 0.133], [1.154, -0.458, -0.420], [-0.471, -0.691, -0.039], [0.082, -0.324, 0.316], [1.287, 0.308, 1.059], [0.204, 0.110, 2.018], [-0.716, 0.526, 0.436], [0.606, 0.463, -1.466], [0.984, -1.676, 1.192], [-1.319, 0.072, -1.285], [-0.622, -1.368, 0.536], [0.338, 0.014, -0.888], [-0.338, 0.475, -0.314], [0.091, -0.678, -0.546], [0.124, 0.494, -0.507], [0.604, 0.479, 0.594], [-0.503, 0.363, -0.125], [0.444, -0.022, -0.348], [-0.027, -0.114, 0.818], [-0.077, 0.148, 0.087], [-0.134, 0.152, -0.051], [0.397, 0.461, -0.183], [-1.317, 0.588, 3.145], [-1.465, -1.329, -0.699], [1.526, 0.746, -0.097], [-0.056, -0.163, 1.214], [-0.241, 0.524, 0.071], [0.587, -1.457, 1.226], [0.438, 0.356, -0.395], [0.224, -0.179, -0.140], [0.377, -0.780, -0.692], [-0.243, 0.392, -0.988], [0.224, -0.419, -0.232], [-0.180, 0.135, -0.509], [0.434, 0.001, -0.160], [0.469, 0.144, -0.111], [-0.572, -0.005, -0.085], [-0.053, 1.326, -0.906], [-0.156, 0.173, -0.685], [0.552, 1.201, 0.250], [1.000, -0.855, -1.709], [-0.295, -1.229, -0.644], [-2.244, 0.281, -0.808], [0.835, -0.387, 2.099], [-0.100, 1.041, 1.474], [0.219, -0.101, -0.464], [-0.494, -0.504, -0.447], [-0.373, -0.375, 1.275], [-0.252, 0.683, 0.553], [0.079, 0.826, -0.396], [0.193, -0.064, 0.097], [-0.193, -0.145, 0.412], [0.652, 0.785, 0.395], [0.849, -0.239, -1.080], [-0.492, -0.433, -0.942], [0.178, -0.494, -0.160], [-0.904, 0.274, -0.371], [-0.241, 1.320, 0.939], [0.997, -0.588, -0.893], [-0.968, -0.054, 0.229], [0.100, 1.150, -1.613], [-1.973, -0.051, -0.356], [0.592, -0.926, 0.986], [0.464, -0.030, -0.490], [-0.129, -0.039, -0.133], [0.390, -0.117, 0.012], [-0.133, 0.811, -0.038], [-0.103, 0.126, 0.209], [-0.493, -1.374, 0.334], [0.534, 0.395, 1.166], [0.620, -0.422, -0.085], [0.886, -0.186, 0.542], [0.268, -0.259, -0.478], [-0.097, 0.452, -0.286], [0.599, 0.365, -0.043], [-0.215, 0.524, -0.656], [0.024, 0.447, 0.355], [0.053, -0.154, 1.032], [0.127, -0.573, -0.506], [-0.296, 0.163, -0.305], [0.143, 0.356, 0.995], [-0.182, -0.209, -0.077], [0.139, -0.141, -0.322], [-0.137, -0.733, 0.174], [-0.085, -0.381, -0.304]], "homo_ev": -8.19, "orbital_gap_ev": 8.76, "de_lowest_ev": 0.000}